No. 1
Density functional theory data (ωB97M-V/def2-TZVPD) for a cluster of 2 separate species, C2H8N3S2 in total at a distorted geometry.

Last column: Löwdin charge in e.
Geometry (Å):
C (0.5663, 1.1091, 1.1681)  -0.873
C (-1.1754, -0.4738, 0.5340)  -0.154
N (1.8610, 1.1351, 1.4069)  0.133
N (0.0781, -0.0691, 0.5042)  0.032
N (-1.3433, -1.7261, 0.1952)  0.193
S (-0.4718, 2.3349, 1.5575)  0.718
S (-0.0137, -0.4054, -2.6442)  0.456
H (-1.9448, 0.3204, 0.7698)  0.152
H (2.4205, 0.3461, 1.0148)  0.151
H (2.2708, 1.8738, 1.9180)  0.111
H (0.7715, -0.6446, 0.1950)  0.087
H (-0.1046, -0.6028, -3.9714)  -0.194
H (-0.5473, -2.2589, -0.2738)  0.168
H (-2.2928, -1.9638, 0.0426)  0.127
H (-0.0746, 1.0252, -2.4168)  -0.107

Results
Spin multiplicity: 1
Kohn-Sham gap (eV): 8.397
Total charge: +1
E_tot (a.u.): -1041.38404
E_LUMO (Ha): -0.1631

No. 2
Density functional theory data (ωB97M-V/def2-TZVPD) for a structure of composition C42H29Cl3N11O2S2Zr at a distorted geometry.

Last column: Löwdin charge in e.
Geometry (Å):
Zr (0.0533, -0.2223, -0.2014)  1.709
C (-0.1261, -1.9636, -6.5354)  -0.081
C (-1.3052, -1.2020, -6.5398)  -0.083
C (-1.9092, -0.8132, -5.3576)  -0.012
C (-1.2944, -1.1974, -4.1728)  -0.103
C (-1.6274, -0.9505, -2.7797)  -0.295
N (-2.7852, -0.4360, -2.4014)  0.199
C (-3.0707, -0.2680, -1.1258)  -0.285
C (-4.4107, 0.0655, -0.6584)  -0.100
C (-5.6025, 0.2877, -1.3335)  -0.011
C (-6.7229, 0.5698, -0.5704)  -0.081
C (-6.6533, 0.6192, 0.8295)  -0.081
C (-5.4618, 0.3895, 1.4968)  -0.006
C (-4.3418, 0.1136, 0.7263)  -0.100
C (-2.9539, -0.1570, 1.0832)  -0.314
N (-2.5303, -0.1470, 2.3258)  0.177
C (-1.2794, -0.4221, 2.6497)  -0.350
N (-0.3358, -1.0126, 1.8551)  0.007
C (0.7071, -1.4027, 2.6631)  -0.299
N (1.7635, -2.0831, 2.3112)  0.214
C (1.9625, -2.4609, 1.0462)  -0.282
N (1.1991, -2.1603, -0.0427)  0.033
C (1.7493, -2.7914, -1.1356)  -0.277
N (1.3226, -2.7658, -2.3885)  0.219
C (0.2713, -2.0897, -2.7743)  -0.302
N (-0.6445, -1.4401, -1.9712)  0.032
C (-0.1237, -1.9449, -4.1666)  -0.105
C (0.4784, -2.3465, -5.3514)  -0.006
C (2.9267, -3.5161, -0.7218)  -0.108
C (3.8518, -4.2845, -1.4294)  -0.015
C (4.9104, -4.8191, -0.7262)  -0.089
C (5.0491, -4.6049, 0.6602)  -0.091
C (4.1319, -3.8507, 1.3612)  -0.019
C (3.0673, -3.2990, 0.6473)  -0.111
C (0.4518, -0.9628, 4.0327)  -0.111
C (1.2061, -1.0461, 5.1927)  -0.007
C (0.6855, -0.4569, 6.3329)  -0.079
C (-0.5584, 0.1909, 6.3142)  -0.079
C (-1.3137, 0.2570, 5.1558)  -0.002
C (-0.7850, -0.3359, 4.0191)  -0.115
N (-2.2280, -0.3772, -0.0605)  0.026
H (0.3236, -2.2443, -7.4798)  0.096
H (-1.7403, -0.9073, -7.4865)  0.096
H (-2.8152, -0.2219, -5.3431)  0.106
H (-5.6389, 0.2517, -2.4144)  0.111
H (-7.6707, 0.7577, -1.0592)  0.097
H (-7.5482, 0.8459, 1.3955)  0.097
H (-5.3934, 0.4341, 2.5757)  0.113
H (1.3942, -2.9223, -5.3391)  0.112
H (3.7369, -4.4363, -2.4946)  0.111
H (5.6539, -5.4119, -1.2444)  0.095
H (5.8928, -5.0417, 1.1798)  0.094
H (4.2292, -3.6803, 2.4255)  0.109
H (2.1718, -1.5340, 5.1908)  0.113
H (1.2503, -0.4878, 7.2563)  0.097
H (-0.9247, 0.6574, 7.2201)  0.097
H (-2.2678, 0.7657, 5.1187)  0.116
C (4.2423, 0.8649, 1.3176)  0.009
C (2.9920, 0.5823, 0.5574)  -0.304
N (1.8136, 0.7240, 1.0531)  -0.119
O (1.7563, 1.1639, 2.3584)  -0.071
C (3.0404, 0.2388, -0.8569)  -0.316
C (4.3010, 0.0645, -1.6282)  -0.023
N (1.8647, 0.1982, -1.4280)  -0.253
O (1.7318, 0.0947, -2.6949)  -0.137
H (4.0372, 1.5646, 2.1234)  0.082
H (5.0048, 1.2705, 0.6552)  0.081
H (4.6199, -0.0631, 1.7572)  0.093
H (0.8556, 1.5753, 2.3776)  0.003
H (5.0098, -0.5553, -1.0740)  0.079
H (4.7798, 1.0224, -1.8565)  0.088
H (4.0564, -0.4178, -2.5739)  0.073
C (-0.4345, 4.4046, 2.8720)  -0.177
C (-0.0021, 3.6980, 1.5949)  -0.740
S (-0.9405, 2.1893, 1.3775)  0.674
C (0.9804, 4.2394, 0.8412)  -0.854
C (1.6255, 5.5284, 1.3199)  -0.173
S (1.7133, 3.6249, -0.6124)  0.477
H (-1.2764, 3.8806, 3.3218)  0.032
H (-0.7488, 5.4351, 2.6848)  0.059
H (0.3702, 4.4375, 3.6150)  0.073
H (0.9713, 6.1325, 1.9497)  0.044
H (1.9360, 6.1248, 0.4622)  0.043
H (2.5276, 5.3021, 1.8995)  0.072
Cl (-3.1005, 3.0262, -3.7771)  0.566
C (-1.5373, 3.2913, -2.9543)  -1.583
Cl (-0.2763, 3.5898, -4.1610)  0.621
Cl (-1.6888, 4.6497, -1.8362)  0.634
C (-1.1478, 2.1113, -2.1795)  -0.346
N (-0.4525, 1.6350, -1.3678)  0.010

Results
Spin multiplicity: 1
Kohn-Sham gap (alpha / beta) (eV): 3.440 / 3.440
Total charge: -1
E_tot (a.u.): -4594.86598
E_LUMO (alpha / beta) (Ha): 0.0190 / 0.0191

No. 3
Density functional theory data (ωB97M-V/def2-TZVPD) for a structure of composition C12H34ClIN3P2Rh at a distorted geometry.

Last column: Löwdin spin population.
Geometry (Å):
C (1.0851, 0.2262, -0.3836)  0.056
I (2.7520, 0.6905, 0.7295)  0.032
H (0.2151, 0.8615, -0.1593)  0.011
H (1.3366, 0.4555, -1.4585)  0.026
H (0.7556, -0.8211, -0.3219)  0.005
Rh (-0.5870, 0.1341, -2.9926)  1.955
P (0.1212, 2.2298, -3.1444)  0.167
C (0.3254, 3.2874, -1.6713)  0.036
C (1.7653, 2.1839, -3.9378)  0.005
H (2.1017, 3.1766, -4.2632)  0.002
H (-0.4328, 4.2277, -4.4698)  0.007
H (1.7344, 1.5029, -4.7959)  0.000
H (-1.1086, 2.7204, -5.1567)  0.001
H (1.1375, 2.9207, -1.0372)  0.000
H (2.4961, 1.7691, -3.2381)  0.000
C (-0.9119, 3.2684, -4.2320)  0.041
H (0.5409, 4.3394, -1.9112)  0.007
H (-1.8703, 3.4527, -3.7363)  0.000
H (-0.5798, 3.2654, -1.0584)  0.002
P (0.0843, -1.9641, -2.9939)  0.167
C (0.2885, -2.9553, -1.4666)  0.038
C (-1.0016, -3.0373, -3.9998)  0.042
H (1.6926, -1.3324, -4.6578)  0.000
H (1.9823, -3.0142, -4.1291)  0.002
H (2.4728, -1.6322, -3.1061)  0.000
C (1.7149, -2.0068, -3.7980)  0.005
H (-1.1388, -2.5806, -4.9805)  0.001
H (-0.5813, -4.0406, -4.1272)  0.006
H (0.3221, -4.0401, -1.6516)  0.007
H (-0.5467, -2.7879, -0.7820)  0.002
H (-1.9850, -3.1111, -3.5293)  0.000
H (1.2169, -2.6862, -0.9529)  0.000
Cl (-1.1974, 0.0353, -5.1725)  0.379
C (1.7110, -1.0043, 4.2445)  0.000
N (0.4711, -0.3541, 4.6383)  -0.040
C (0.4336, 0.2397, 5.9498)  -0.002
C (-0.5739, -0.4159, 3.7494)  0.043
N (-0.4620, -0.8764, 2.5275)  0.526
N (-1.8480, -0.0880, 4.1217)  0.330
C (-2.3117, 0.4798, 5.3706)  0.035
C (-2.8253, -0.3040, 3.0811)  0.031
H (2.3820, -1.0748, 5.1069)  0.000
H (2.1511, -0.4219, 3.4190)  -0.001
H (1.4937, -2.0173, 3.8769)  0.001
H (0.0593, 1.2665, 5.9314)  0.000
H (-0.2001, -0.3247, 6.6435)  -0.001
H (1.4420, 0.2655, 6.3788)  0.000
H (0.4731, -0.9290, 2.1027)  0.015
H (-3.4074, 0.5515, 5.2748)  0.001
H (-2.1057, -0.1866, 6.2286)  0.014
H (-1.8742, 1.4821, 5.5497)  0.017
H (-3.1565, 0.6524, 2.6534)  0.016
H (-2.3376, -0.8812, 2.2870)  0.007
H (-3.7143, -0.7967, 3.4503)  0.007

Results
Spin multiplicity: 5
Kohn-Sham gap (alpha / beta) (eV): 8.408 / 5.716
Total charge: +2
E_tot (a.u.): -2192.37628
E_LUMO (alpha / beta) (Ha): -0.1911 / -0.3337

No. 4
Density functional theory data (ωB97M-V/def2-TZVPD) for a structure of composition C9H23AsBa2CuF6NO6P at a distorted geometry.

Last column: Löwdin charge in e.
Geometry (Å):
Cu (2.2906, 1.8418, -2.2466)  0.685
Ba (4.2565, -1.1965, -2.2781)  1.984
Ba (0.0536, -1.0023, -3.2351)  1.936
O (1.9423, -0.2038, -1.3562)  -0.701
H (1.8993, -0.0282, -0.3960)  -0.056
As (1.5031, -4.2557, -1.0062)  0.896
F (2.7208, -3.0540, -1.4500)  -0.505
F (1.4526, -3.4570, 0.5913)  -0.246
F (0.3118, -5.4195, -0.3872)  -0.215
F (1.5025, -4.9253, -2.7284)  -0.285
F (2.8077, -5.3625, -0.5081)  -0.226
F (0.2786, -3.1884, -1.6842)  -0.428
C (3.5977, 0.0169, 1.4508)  -0.339
O (4.3075, -0.3391, 0.5060)  -0.172
N (4.1429, 0.4858, 2.5607)  -0.144
C (3.1812, 0.6983, 3.7305)  0.030
C (5.5287, 0.7861, 2.7976)  -0.011
H (2.4996, -0.0394, 1.5080)  0.115
H (3.2365, 1.7537, 3.9972)  0.105
H (3.4589, 0.0127, 4.5311)  0.108
H (2.1601, 0.4174, 3.4724)  0.075
H (6.2683, 0.2652, 2.1896)  0.104
H (5.6889, 1.8587, 2.9078)  0.111
H (5.6917, 0.4485, 3.8211)  0.104
C (-0.5291, -0.5058, 1.2597)  -0.070
C (-0.3742, 1.0193, 1.1635)  -0.250
O (-1.1913, 1.7778, 0.2269)  -0.163
P (-2.3100, 0.8942, -0.6228)  0.415
O (-1.6921, -0.1789, -1.3159)  -0.392
O (-2.8431, 2.0736, -1.4912)  -0.131
C (-2.2128, 2.3451, -2.7773)  -0.230
C (-3.1160, 1.7286, -3.8580)  -0.057
O (-3.4113, 0.5603, 0.5377)  -0.151
C (-4.6322, 0.0089, 0.0680)  -0.256
C (-5.7526, 0.9850, 0.3606)  -0.053
H (-0.2407, -1.0127, 0.3388)  0.037
H (0.1968, -0.8173, 2.0108)  0.086
H (-1.5623, -0.7052, 1.5438)  0.093
H (-0.4811, 1.3853, 2.1847)  0.130
H (0.6421, 1.3498, 0.9488)  0.085
H (-2.2652, 3.4090, -3.0083)  0.138
H (-1.1792, 2.0200, -2.8959)  0.066
H (-4.0960, 2.1996, -3.7822)  0.102
H (-2.7045, 1.8105, -4.8640)  0.090
H (-3.3996, 0.7081, -3.6007)  0.070
H (-4.6498, -0.1932, -1.0029)  0.115
H (-4.6768, -0.9011, 0.6663)  0.136
H (-5.6725, 1.8662, -0.2760)  0.077
H (-6.7448, 0.6776, 0.0300)  0.093
H (-5.8831, 1.3820, 1.3673)  0.095

Results
Spin multiplicity: 1
Kohn-Sham gap (eV): 5.192
Total charge: +3
E_tot (a.u.): -5729.99415
E_LUMO (Ha): -0.4554

No. 5
Density functional theory data (ωB97M-V/def2-TZVPD) for a structure of composition C29H45AsBrN5OPdS4Si2Te.

Last column: Löwdin charge in e.
Geometry (Å):
Pd (-1.5378, -0.1303, 0.7943)  0.423
S (-4.4379, -0.0188, 3.3252)  -0.052
As (-2.6384, -0.9250, 3.7380)  -0.381
S (-1.2391, 1.0951, 2.8180)  0.059
S (-1.7542, -2.0713, 2.1047)  0.039
S (-1.9340, -1.4017, 5.6021)  0.019
Br (-4.9818, -0.5611, -5.5750)  0.746
C (-3.7008, 0.8223, -5.3709)  -0.686
C (-4.1223, 2.1405, -5.3538)  -0.119
C (-3.1771, 3.1463, -5.2416)  -0.037
C (-1.8303, 2.8413, -5.1029)  -0.280
C (-1.4175, 1.5116, -5.1390)  -0.013
C (-2.3552, 0.4995, -5.2751)  -0.123
N (-0.9019, 3.9411, -5.1168)  0.068
N (0.0399, 4.0430, -4.3170)  0.074
C (0.1957, 3.1595, -3.2029)  -0.262
C (1.4286, 2.5750, -3.0311)  -0.038
C (1.6787, 1.6506, -2.0214)  -0.015
C (0.7084, 1.2999, -1.0671)  -0.399
O (0.9256, 0.4901, -0.1085)  -0.269
C (-0.5897, 1.9491, -1.2319)  -0.124
N (-1.5747, 1.6269, -0.3532)  -0.033
C (-2.7182, 2.2765, -0.3526)  -0.122
C (-2.9770, 3.3232, -1.2490)  -0.030
C (-2.0418, 3.6226, -2.1960)  -0.001
C (-0.8203, 2.9100, -2.2438)  -0.102
H (-5.1722, 2.3796, -5.4489)  0.103
H (-3.4767, 4.1866, -5.2656)  0.119
H (-0.3680, 1.2632, -5.0639)  0.120
H (-2.0368, -0.5336, -5.3201)  0.099
H (2.2099, 2.8289, -3.7393)  0.116
H (2.6515, 1.1822, -1.9429)  0.100
H (-3.4531, 1.9675, 0.3826)  0.105
H (-3.9115, 3.8625, -1.1857)  0.111
H (-2.2196, 4.4245, -2.9003)  0.113
C (4.5042, 2.2081, 3.8877)  -0.169
Si (3.7523, 2.2570, 2.1759)  0.419
C (4.1042, 3.9054, 1.3714)  -0.173
C (4.3781, 0.8509, 1.1242)  -0.164
C (1.8698, 2.1546, 2.3013)  -0.507
Te (0.9800, 0.2781, 2.6290)  1.338
C (1.4537, 0.0865, 4.6947)  -0.512
Si (2.3542, -1.5383, 5.0754)  0.386
C (2.4392, -1.7110, 6.9312)  -0.172
C (1.4049, -2.9396, 4.2960)  -0.200
C (4.0836, -1.5098, 4.3487)  -0.175
H (5.5881, 2.3296, 3.8276)  0.040
H (4.3076, 1.2601, 4.3912)  -0.003
H (4.1146, 3.0133, 4.5146)  0.040
H (5.1807, 4.0524, 1.2552)  0.035
H (3.7183, 4.7312, 1.9724)  0.037
H (3.6489, 3.9654, 0.3806)  0.033
H (5.4675, 0.8744, 1.0494)  0.041
H (3.9553, 0.9199, 0.1208)  0.022
H (4.0923, -0.1228, 1.5278)  0.006
H (1.4388, 2.4386, 1.3387)  0.010
H (1.4669, 2.8180, 3.0700)  0.031
H (0.4799, 0.0650, 5.1968)  -0.031
H (1.9811, 0.9884, 5.0099)  0.015
H (1.4369, -1.7397, 7.3632)  0.035
H (2.9792, -0.8764, 7.3836)  0.034
H (2.9528, -2.6334, 7.2111)  0.034
H (0.3557, -2.9371, 4.5963)  -0.013
H (1.8449, -3.8960, 4.5903)  0.038
H (1.4308, -2.8895, 3.2036)  0.013
H (4.7586, -0.8378, 4.8817)  0.027
H (4.0863, -1.2257, 3.2934)  0.006
H (4.5067, -2.5158, 4.4098)  0.039
C (-1.7075, -5.4552, -2.0401)  -0.060
C (-1.1715, -4.2510, -2.8034)  -0.203
N (-1.7681, -2.9820, -2.3931)  -0.073
C (-3.0479, -2.6154, -2.9920)  -0.221
C (-4.2700, -2.9702, -2.1482)  -0.054
C (-1.2665, -2.2432, -1.3801)  -0.399
C (0.0483, -2.6335, -0.7752)  -0.023
N (-1.8734, -1.1880, -0.9249)  0.018
H (-1.1768, -6.3577, -2.3458)  0.079
H (-2.7689, -5.6083, -2.2326)  0.065
H (-1.5751, -5.3279, -0.9650)  0.077
H (-1.3666, -4.3667, -3.8707)  0.119
H (-0.0922, -4.1903, -2.6941)  0.103
H (-3.1038, -3.1144, -3.9594)  0.116
H (-3.0342, -1.5442, -3.2124)  0.086
H (-4.3888, -4.0492, -2.0594)  0.066
H (-5.1655, -2.5676, -2.6211)  0.072
H (-4.2039, -2.5618, -1.1391)  0.076
H (0.8067, -2.7708, -1.5445)  0.091
H (-0.0500, -3.5645, -0.2142)  0.086
H (0.3810, -1.8412, -0.1114)  0.036
H (-2.7718, -0.9978, -1.3454)  0.058

Results
Spin multiplicity: 1
Kohn-Sham gap (eV): 6.893
Total charge: 0
E_tot (a.u.): -8858.60510
E_LUMO (Ha): -0.0135